{
  "formula": "C21H21N3O4",
  "method": "wB97M-V/def2-TZVPD",
  "species": ["C", "C", "O", "N", "C", "C", "C", "C", "N", "C", "C", "C", "C", "C", "C", "C", "O", "N", "C", "C", "C", "C", "C", "C", "C", "O", "C", "O", "H", "H", "H", "H", "H", "H", "H", "H", "H", "H", "H", "H", "H", "H", "H", "H", "H", "H", "H", "H", "H"],
  "xyz": [[2.38, 3.50, -0.65], [1.71, 2.72, 0.46], [1.61, 3.11, 1.60], [1.21, 1.53, 0.06], [0.55, 0.61, 0.95], [1.58, -0.23, 1.74], [2.47, -0.98, 0.81], [2.25, -2.21, 0.27], [3.25, -2.53, -0.60], [4.15, -1.50, -0.64], [5.32, -1.35, -1.37], [6.03, -0.19, -1.20], [5.60, 0.81, -0.33], [4.44, 0.67, 0.40], [3.69, -0.50, 0.24], [-0.32, -0.31, 0.10], [-0.16, -0.42, -1.10], [-1.21, -1.03, 0.80], [-2.15, -1.94, 0.18], [-3.54, -1.35, 0.14], [-4.56, -1.87, 0.91], [-5.84, -1.32, 0.91], [-6.05, -0.23, 0.10], [-5.02, 0.31, -0.67], [-3.76, -0.23, -0.68], [-5.50, 1.39, -1.37], [-6.86, 1.51, -1.01], [-7.19, 0.50, -0.09], [3.21, 2.92, -1.06], [1.67, 3.69, -1.45], [2.75, 4.44, -0.26], [1.31, 1.20, -0.89], [-0.06, 1.19, 1.65], [2.17, 0.46, 2.35], [1.05, -0.92, 2.40], [1.43, -2.89, 0.44], [3.31, -3.38, -1.14], [5.66, -2.13, -2.05], [6.95, -0.03, -1.76], [6.19, 1.71, -0.22], [4.11, 1.44, 1.08], [-1.36, -0.81, 1.78], [-2.15, -2.88, 0.72], [-1.78, -2.10, -0.84], [-4.37, -2.73, 1.53], [-6.64, -1.73, 1.50], [-2.97, 0.18, -1.28], [-7.03, 2.50, -0.56], [-7.49, 1.41, -1.91]],
  "mulliken_charge": [-1.251, 0.667, -0.659, 0.006, -0.275, -1.193, 0.823, -0.850, 0.056, -0.786, -0.846, -0.492, -0.942, -0.255, 1.093, 0.049, -0.702, 0.015, -1.072, 0.528, -0.760, -0.904, 0.963, 0.970, -1.099, -0.491, -0.251, -0.473, 0.306, 0.366, 0.337, 0.287, 0.511, 0.383, 0.620, 0.459, 0.200, 0.387, 0.384, 0.414, 0.567, 0.309, 0.479, 0.334, 0.328, 0.422, 0.538, 0.257, 0.245],
  "orbital_gap_ev": 8.5,
  "homo_energy_ev": -7.86,
  "lumo_energy_ha": 0.023,
  "smiles": "CC(=O)N[C@H](Cc1c[nH]c2ccccc12)C(=O)NCc1ccc2c(c1)OCO2",
  "total_charge": 0,
  "relative_energy_ev": 1.317
}

---

{
  "formula": "C3H6N2OS",
  "method": "wB97M-V/def2-TZVPD",
  "species": ["C", "O", "C", "N", "N", "C", "S", "H", "H", "H", "H", "H", "H"],
  "xyz": [[2.55, -1.16, 0.11], [2.68, 0.17, -0.06], [1.51, 0.77, -0.02], [0.38, 0.27, -0.29], [-0.67, 1.18, 0.11], [-1.92, 0.68, 0.02], [-2.38, -0.85, 0.00], [3.43, -1.67, 0.25], [1.95, -1.47, 0.95], [1.93, -1.57, -0.71], [1.76, 1.78, 0.19], [-0.40, 2.10, 0.33], [-2.85, 1.27, 0.14]],
  "mulliken_charge": [-0.787, -0.317, 0.148, -0.345, -0.040, -0.145, -0.313, 0.307, 0.317, 0.300, 0.350, 0.224, 0.302],
  "orbital_gap_ev": 8.7,
  "homo_energy_ev": -8.02,
  "lumo_energy_ha": 0.024,
  "smiles": "CO/C=N/NC=S",
  "total_charge": 0,
  "relative_energy_ev": 3.879
}

---

{
  "formula": "C6H8NO2P",
  "method": "wB97M-V/def2-TZVPD",
  "species": ["C", "P", "C", "O", "N", "O", "C", "C", "C", "C", "H", "H", "H", "H", "H", "H", "H", "H"],
  "xyz": [[-0.11, 1.72, 1.17], [0.97, 0.60, 0.33], [1.13, 0.91, -1.87], [1.42, -0.25, -2.00], [0.78, 2.05, -1.76], [-0.27, 2.87, -1.52], [-0.16, -0.86, 0.23], [0.45, -1.97, 1.22], [-1.47, -0.98, -0.41], [-0.53, -1.24, -1.24], [-0.98, 1.05, 1.62], [-0.42, 2.36, 0.29], [0.18, 2.29, 2.02], [1.50, -1.47, 1.39], [0.30, -2.89, 0.75], [-0.14, -1.76, 2.04], [-2.40, -0.63, -0.07], [-0.23, -1.81, -2.19]],
  "mulliken_charge": [-0.806, 0.115, 0.626, -0.541, -0.008, -0.556, 0.435, -1.275, -0.240, -0.559, 0.226, 0.309, 0.406, 0.277, 0.406, 0.372, 0.454, 0.360],
  "orbital_gap_ev": [7.7, 7.7],
  "homo_energy_ev": [-8.92, -8.92],
  "lumo_energy_ha": [-0.044, -0.044],
  "smiles": "CP(C(=O)N=O)C1(C)C=C1",
  "total_charge": 0,
  "relative_energy_ev": 9.947
}

---

{
  "formula": "FeN11O33",
  "method": "wB97M-V/def2-TZVPD",
  "species": ["Fe", "N", "O", "O", "O", "N", "O", "O", "O", "N", "O", "O", "O", "N", "O", "O", "O", "N", "O", "O", "O", "N", "O", "O", "O", "N", "O", "O", "O", "N", "O", "O", "O", "N", "O", "O", "O", "N", "O", "O", "O", "N", "O", "O", "O"],
  "xyz": [[-0.42, -0.14, 0.45], [-1.66, 0.68, 3.21], [-0.98, 0.05, 2.37], [-1.14, 1.69, 3.58], [-2.75, 0.29, 3.30], [-1.94, 2.60, 0.29], [-3.10, 2.74, 0.26], [-1.19, 3.52, 0.63], [-1.62, 1.49, 0.03], [2.28, 1.78, 1.65], [3.42, 1.26, 1.70], [2.16, 3.08, 1.55], [1.36, 1.12, 1.26], [0.82, -1.67, 5.54], [-0.08, -1.79, 4.83], [1.32, -0.64, 5.68], [1.16, -2.65, 6.34], [4.85, 1.99, -1.72], [5.10, 2.46, -2.88], [5.68, 1.57, -0.86], [3.66, 1.92, -1.26], [-4.24, 0.32, -2.93], [-5.40, 0.00, -3.32], [-3.79, -0.03, -1.79], [-3.78, 0.93, -3.85], [-1.19, 3.37, -3.74], [-1.32, 3.04, -2.55], [-1.90, 2.78, -4.55], [-0.56, 4.35, -4.08], [-2.57, -2.19, 0.82], [-3.83, -2.02, 1.10], [-1.94, -1.33, 0.12], [-1.91, -2.89, 1.49], [2.45, -3.75, -1.92], [2.88, -2.76, -1.53], [1.75, -3.65, -2.90], [2.79, -4.81, -1.54], [1.62, -2.76, 1.33], [2.55, -2.60, 2.24], [1.35, -3.91, 0.99], [0.83, -1.91, 0.84], [-0.26, -0.43, -2.55], [0.05, -0.10, -1.44], [0.51, -1.23, -2.96], [-1.00, 0.21, -3.26]],
  "mulliken_spin": [4.381, 0.000, 0.075, 0.015, 0.015, 0.001, 0.013, 0.005, 0.075, 0.001, 0.003, 0.003, 0.030, 0.000, 0.000, 0.000, 0.000, 0.000, 0.000, 0.000, 0.001, 0.000, 0.000, 0.000, 0.000, 0.000, 0.000, 0.000, 0.000, 0.000, 0.014, 0.095, 0.015, 0.000, 0.000, 0.000, 0.000, 0.004, 0.003, 0.008, 0.040, -0.005, 0.152, 0.037, 0.019],
  "orbital_gap_ev": [4.3, 4.3],
  "homo_energy_ev": [10.84, 10.85],
  "multiplicity": 6,
  "lumo_energy_ha": [0.558, 0.558],
  "total_charge": -8,
  "s_squared": 8.7586
}

---

What did the first record say?
{
  "formula": "C21H21N3O4",
  "method": "wB97M-V/def2-TZVPD",
  "species": ["C", "C", "O", "N", "C", "C", "C", "C", "N", "C", "C", "C", "C", "C", "C", "C", "O", "N", "C", "C", "C", "C", "C", "C", "C", "O", "C", "O", "H", "H", "H", "H", "H", "H", "H", "H", "H", "H", "H", "H", "H", "H", "H", "H", "H", "H", "H", "H", "H"],
  "xyz": [[2.38, 3.50, -0.65], [1.71, 2.72, 0.46], [1.61, 3.11, 1.60], [1.21, 1.53, 0.06], [0.55, 0.61, 0.95], [1.58, -0.23, 1.74], [2.47, -0.98, 0.81], [2.25, -2.21, 0.27], [3.25, -2.53, -0.60], [4.15, -1.50, -0.64], [5.32, -1.35, -1.37], [6.03, -0.19, -1.20], [5.60, 0.81, -0.33], [4.44, 0.67, 0.40], [3.69, -0.50, 0.24], [-0.32, -0.31, 0.10], [-0.16, -0.42, -1.10], [-1.21, -1.03, 0.80], [-2.15, -1.94, 0.18], [-3.54, -1.35, 0.14], [-4.56, -1.87, 0.91], [-5.84, -1.32, 0.91], [-6.05, -0.23, 0.10], [-5.02, 0.31, -0.67], [-3.76, -0.23, -0.68], [-5.50, 1.39, -1.37], [-6.86, 1.51, -1.01], [-7.19, 0.50, -0.09], [3.21, 2.92, -1.06], [1.67, 3.69, -1.45], [2.75, 4.44, -0.26], [1.31, 1.20, -0.89], [-0.06, 1.19, 1.65], [2.17, 0.46, 2.35], [1.05, -0.92, 2.40], [1.43, -2.89, 0.44], [3.31, -3.38, -1.14], [5.66, -2.13, -2.05], [6.95, -0.03, -1.76], [6.19, 1.71, -0.22], [4.11, 1.44, 1.08], [-1.36, -0.81, 1.78], [-2.15, -2.88, 0.72], [-1.78, -2.10, -0.84], [-4.37, -2.73, 1.53], [-6.64, -1.73, 1.50], [-2.97, 0.18, -1.28], [-7.03, 2.50, -0.56], [-7.49, 1.41, -1.91]],
  "mulliken_charge": [-1.251, 0.667, -0.659, 0.006, -0.275, -1.193, 0.823, -0.850, 0.056, -0.786, -0.846, -0.492, -0.942, -0.255, 1.093, 0.049, -0.702, 0.015, -1.072, 0.528, -0.760, -0.904, 0.963, 0.970, -1.099, -0.491, -0.251, -0.473, 0.306, 0.366, 0.337, 0.287, 0.511, 0.383, 0.620, 0.459, 0.200, 0.387, 0.384, 0.414, 0.567, 0.309, 0.479, 0.334, 0.328, 0.422, 0.538, 0.257, 0.245],
  "orbital_gap_ev": 8.5,
  "homo_energy_ev": -7.86,
  "lumo_energy_ha": 0.023,
  "smiles": "CC(=O)N[C@H](Cc1c[nH]c2ccccc12)C(=O)NCc1ccc2c(c1)OCO2",
  "total_charge": 0,
  "relative_energy_ev": 1.317
}